Formula: C4H37NO15
Source: the Open Molecules 2025 dataset
Level of theory: the ωB97M-V functional and the def2-TZVPD basis

The charge is 0. For the HOMO-LUMO gap, the calculation gives 9.764 eV. The value obtained for the lowest unoccupied orbital energy is 0.1 eV. The spin multiplicity is 1.

XYZ file:
```
57
Properties=species:S:1:pos:R:3:forces:R:3
C -1.45188 -0.13085 -2.01140 -1.09 1.08 -0.47
C -2.75738 -0.68698 -1.40070 0.32 -0.09 -0.58
C -0.43208 0.29892 -0.98403 0.93 -0.46 0.89
N -0.66927 1.50300 -0.23272 -0.77 0.37 -0.48
C 0.28119 1.77878 0.80847 1.07 1.30 1.79
O 0.78957 0.46776 -1.68705 -0.04 0.04 -0.18
H -1.73464 0.68751 -2.68244 0.30 0.50 0.49
H -0.94518 -0.75905 -2.73934 0.01 -0.74 0.42
H -2.81162 -0.45455 -0.33901 -0.05 -0.32 0.10
H -3.65235 -0.26356 -1.85638 0.15 0.18 -0.12
H -2.79764 -1.75282 -1.59331 -0.11 -0.21 0.53
H -1.62789 1.58371 0.13849 0.68 -0.03 -0.82
H 0.41493 2.84958 1.04543 -0.39 0.17 -0.92
H 1.32006 1.50162 0.62029 -0.19 -0.49 -0.22
H 0.06722 1.47825 1.84476 -0.32 -1.03 -0.39
H -0.72080 -1.40507 3.84752 0.13 0.07 0.12
H 0.08320 -2.38987 4.70383 0.07 0.05 0.02
O -0.50058 -2.33526 3.94289 -0.19 -0.10 -0.26
H -2.84121 3.64479 0.36045 -0.86 -0.67 -0.75
H -3.94986 2.53032 -0.33013 -0.15 0.74 -0.01
O -3.16799 2.69765 0.19526 0.08 -0.60 0.54
H 1.37230 -2.36131 -1.84201 0.37 -0.54 0.18
H 1.36895 -3.23172 1.47749 0.38 0.05 -0.28
O 1.02695 -4.01574 1.03795 -0.53 -0.82 0.06
H 3.21517 1.08872 -3.40447 -0.03 -0.09 -0.02
H 3.75073 -0.21560 -2.77860 -0.03 -0.16 -0.03
O 3.90070 0.73291 -2.83122 0.14 0.16 -0.17
H -2.28668 0.41417 2.39960 0.08 0.07 -0.13
H -3.02576 1.25430 1.31095 -0.21 0.12 0.54
O -3.15708 0.67101 2.08399 -0.03 -0.27 -0.11
H 1.75515 -4.44226 0.58089 0.31 0.23 0.25
H -0.87622 -1.47056 -0.00955 0.00 -0.04 -0.37
O -0.21330 -0.75457 -0.02708 -0.13 -0.17 -0.09
H 2.74918 -0.91758 2.15693 0.55 0.75 -0.56
H 3.58265 0.43832 2.44569 -0.09 -0.18 -0.76
O 3.16238 -0.33374 2.81658 -0.30 -0.38 1.39
H 1.76233 -1.11820 -2.42253 0.38 0.23 0.00
H 4.11310 1.47045 -1.12101 -0.23 -0.34 0.15
O 2.17947 -1.97290 -2.20919 -0.74 0.35 -0.31
H 1.45826 0.85164 -1.09771 0.06 -0.09 0.01
H 3.83684 2.35550 0.08547 0.00 -0.06 0.14
O 3.77796 1.43851 -0.20553 -0.04 0.45 -0.10
H -1.33200 4.51413 1.11777 0.65 -0.24 -0.32
H -1.37862 4.20735 -0.49895 0.97 0.20 0.37
O -1.72661 4.70725 0.26598 -1.00 0.83 0.16
H -0.22940 -3.64759 -0.81304 0.43 0.12 0.08
H -1.37667 -4.14168 -0.04752 -0.47 0.10 0.42
O -1.10402 -3.36710 -0.54215 -0.10 -0.02 -0.77
H -3.39166 -2.12736 1.70426 0.29 0.15 0.45
H -2.08357 -2.97297 2.05427 -0.13 0.41 0.40
O -2.84082 -2.87746 1.47043 -0.22 -0.43 -0.53
H 1.29981 -1.29135 0.41094 0.41 0.02 -0.42
H 2.71676 -1.60507 -0.24247 -0.26 0.07 -0.15
O 2.21829 -1.59456 0.58039 0.08 0.00 0.79
H -0.29811 4.26936 -2.73438 0.02 -0.76 -0.39
H -0.13743 2.96810 -1.70202 -0.21 -0.40 -0.70
O -0.19939 3.91892 -1.85247 0.04 0.91 1.12
```
Positions in Å, forces in eV/Å.

=====

Formula: C4H38BO27
Source: the Open Molecules 2025 dataset
Level of theory: the ωB97M-V functional and the def2-TZVPD basis

The charge is -1. For the HOMO-LUMO gap, the calculation gives 10.158 eV. The value obtained for the lowest unoccupied orbital energy is 1.8 eV. The spin multiplicity is 1.

XYZ file:
```
70
Properties=species:S:1:pos:R:3:forces:R:3
O -27.40333 -27.28369 -0.01184 -0.08 0.60 -0.46
C -27.38531 -28.36462 0.48469 -0.16 -0.46 0.82
O -26.35194 -28.98412 1.02020 0.27 0.00 0.22
B -26.76728 -30.29858 1.57395 0.26 0.28 -0.89
O -28.19461 -30.38562 1.24059 0.23 -0.55 0.10
C -28.61079 -29.26440 0.71945 0.46 -0.29 -0.15
O -29.74478 -29.00400 0.46046 -0.52 0.36 -0.39
O -26.59844 -30.43080 3.02410 -0.53 0.25 0.60
C -25.97911 -31.54445 3.29438 2.25 -0.04 0.09
O -25.60242 -31.96075 4.36371 -0.96 0.11 -0.06
C -25.45392 -32.12145 1.96420 -1.33 -0.44 -0.77
O -25.91276 -31.34839 0.99339 -0.23 0.27 0.25
O -24.86549 -33.14477 1.80168 0.62 -0.11 0.35
O -25.54683 -27.24157 -2.79000 -0.02 0.17 0.03
H -25.52975 -26.98651 -1.85528 0.06 -0.15 -0.03
H -24.67777 -26.99599 -3.12046 -0.01 -0.07 0.07
O -27.38072 -26.96398 3.08037 0.14 -0.05 -0.05
H -26.50363 -26.60790 2.89656 -0.03 -0.12 0.11
H -27.20435 -27.80535 3.53268 -0.11 0.13 0.11
O -28.99021 -29.91064 -3.25441 -0.08 -0.17 0.13
H -29.23820 -29.66733 -2.35385 -0.03 0.14 -0.15
H -29.06480 -30.87063 -3.27675 0.04 0.07 0.02
O -28.77324 -25.00365 1.19223 0.24 0.17 -0.07
H -28.33529 -24.20828 1.51118 -0.10 -0.04 0.00
H -28.09668 -25.69325 1.24443 -0.16 -0.04 0.00
O -24.60886 -26.51475 0.00548 0.28 0.31 0.11
H -24.86438 -26.93459 0.83491 -0.06 -0.19 -0.19
H -24.83549 -25.58511 0.12034 -0.03 -0.08 -0.04
O -22.69859 -30.74286 3.89929 -0.17 0.04 0.21
H -23.46221 -30.21570 4.19398 0.25 0.15 -0.03
H -22.17678 -30.88333 4.69877 -0.03 -0.08 -0.13
O -29.78259 -26.47978 -1.80888 -0.07 -0.01 0.17
H -29.16853 -26.56975 -1.06293 0.07 0.01 -0.18
H -30.51983 -25.96732 -1.46315 0.15 0.09 -0.26
O -22.52680 -33.43737 5.06365 0.23 0.01 -0.06
H -22.20200 -34.25438 4.67135 -0.11 0.03 0.03
H -22.89202 -32.93855 4.31962 -0.16 -0.01 0.09
O -25.09088 -35.93466 1.18632 -0.19 0.16 0.12
H -25.78325 -36.36163 1.69984 0.06 0.03 0.01
H -25.15236 -34.99264 1.42460 0.19 -0.33 -0.15
O -24.40552 -28.39027 4.72501 -0.30 -0.28 0.06
H -24.00837 -27.91192 5.45956 -0.01 -0.06 -0.04
H -25.30446 -28.64030 5.03479 0.35 0.27 -0.10
O -31.25627 -26.58512 1.11189 -0.48 -0.07 0.13
H -31.03547 -26.25655 0.23657 0.12 -0.08 0.26
H -30.43170 -26.96388 1.43580 -0.03 0.10 -0.08
O -26.79031 -31.90429 6.87423 0.07 -0.12 -0.78
H -27.70264 -31.60111 6.82102 -0.03 -0.22 0.02
H -26.50386 -32.05315 5.93528 -0.09 0.49 0.74
O -32.43474 -29.74932 0.43832 0.16 0.04 -0.16
H -31.56718 -29.33758 0.26980 -0.38 -0.11 0.22
H -33.07430 -29.05257 0.26279 0.10 0.02 0.06
O -30.31848 -32.18761 2.04263 -0.04 -0.36 -0.22
H -30.63249 -33.07743 1.85069 -0.03 0.10 0.08
H -30.29302 -31.73910 1.18670 0.03 0.10 0.20
O -30.19372 -30.01199 3.80429 0.02 -0.26 0.09
H -30.92168 -29.54734 3.37497 0.07 -0.10 -0.03
H -30.20827 -30.90532 3.40523 -0.05 0.51 0.00
O -25.43072 -34.62968 6.44293 -0.25 -0.09 0.09
H -26.08779 -33.92211 6.50212 0.18 -0.14 0.16
H -24.68830 -34.31280 6.96589 0.05 0.10 -0.17
O -22.65680 -30.53390 1.02732 0.06 -0.15 0.18
H -23.53862 -30.14453 1.01468 0.10 0.02 -0.10
H -22.43969 -30.64835 1.96870 -0.17 0.12 -0.16
O -23.17205 -32.92290 -1.09736 0.04 -0.16 -0.04
H -23.31187 -32.68388 -0.17194 0.02 0.11 -0.07
H -22.21695 -32.91317 -1.21216 -0.08 0.10 0.09
O -27.09138 -28.71396 5.36129 -0.14 0.05 0.33
H -27.39335 -29.60962 5.54600 0.03 -0.14 -0.20
H -27.59536 -28.15744 5.96773 0.06 0.04 -0.15
```
Positions in Å, forces in eV/Å.

=====

Formula: C4H38N2O13
Source: the Open Molecules 2025 dataset
Level of theory: the ωB97M-V functional and the def2-TZVPD basis

The charge is +1. For the HOMO-LUMO gap (spin up / spin down), the calculation gives 9.990 / 4.229 eV. The value obtained for the lowest unoccupied orbital energy (spin up / spin down) is -3.3 / -8.9 eV. The spin multiplicity is 2.

XYZ file:
```
57
Properties=species:S:1:pos:R:3:forces:R:3
C 1.61319 -0.51832 0.34261 0.64 -2.13 1.72
C 0.74619 0.73945 0.47564 -0.76 -0.79 0.52
C 1.66952 1.87516 1.01270 -0.28 0.74 -1.59
C 1.19964 3.36606 0.43698 -0.06 1.72 2.62
N 1.83768 3.49183 -0.85705 1.12 -1.43 1.85
N -0.51238 0.37856 1.22144 3.51 0.68 -3.23
H 2.63802 -0.36301 0.71541 -0.09 0.38 -0.81
H 1.46138 -1.47647 1.02617 -0.88 2.05 -1.05
H 1.60132 -0.88167 -0.66765 0.26 -0.03 -0.47
H 0.37552 1.06343 -0.47035 0.20 0.21 -1.15
H 2.73456 1.67858 0.70975 -1.01 0.28 0.04
H 1.71328 2.03557 2.05942 -0.19 0.05 1.33
H 0.02711 3.58022 0.60336 2.43 -1.01 -1.07
H 1.67208 4.13786 1.17333 -0.85 -1.09 -1.52
H 1.96820 2.50617 -1.18782 -0.22 1.22 -0.94
H 2.74367 4.04580 -0.85352 -1.47 -0.70 -0.23
H -0.98429 1.17242 1.54038 -1.05 0.61 1.05
H -0.14370 -0.34393 1.76413 -0.77 -0.96 2.20
H -1.55923 1.27313 3.40376 -1.15 2.07 -1.02
H -1.80253 0.15872 4.25907 -0.40 -0.61 0.59
O -1.09885 0.55570 3.75530 0.19 -1.12 0.96
H -3.46270 -0.51380 2.04898 -1.28 -1.16 -0.15
H -4.31285 0.73083 1.43626 -3.80 0.41 -1.66
O -3.57248 0.38451 1.80293 4.94 0.90 1.98
H 2.14368 -1.84227 3.41409 2.01 -1.93 -1.94
H 3.40387 -2.27489 2.39168 0.66 0.59 0.10
O 2.60365 -2.58386 2.79190 -2.70 1.57 2.12
H -1.65635 -3.02669 -2.86593 0.28 0.94 0.87
H -1.51377 -1.62751 -2.10350 -0.67 0.03 -0.56
O -1.09932 -2.47776 -2.26806 0.55 -1.47 -0.12
H -0.07047 -3.26289 1.32477 -0.15 -0.62 2.47
H 0.56548 -3.35584 2.83848 -1.54 -0.35 -1.71
O -0.28859 -3.46043 2.29867 1.75 0.94 -0.79
H -1.73781 -2.21712 -0.07331 -0.35 -0.17 0.04
H -2.08678 -1.11291 0.93096 -0.20 -0.58 -0.73
O -2.48762 -1.85134 0.42182 0.59 0.71 0.21
H 2.04508 -2.97106 -1.11683 -1.34 -1.45 -3.27
H 0.93724 -3.30640 -2.25538 -4.04 0.55 -0.17
O 1.82091 -3.34258 -2.07554 5.42 1.08 3.50
H 0.00456 3.58572 -2.43089 -1.27 -1.45 0.12
H -1.15521 2.88106 -1.64860 -1.31 0.36 0.99
O -0.51737 2.73595 -2.31708 2.39 1.00 -1.28
H 0.83020 0.02861 3.48200 -0.69 1.15 -1.67
H 0.29526 -0.66386 4.65374 1.46 0.38 -0.25
O 1.15162 -0.35713 4.25780 0.33 -2.07 2.10
H -2.16668 0.43283 -3.00308 -1.01 -1.98 -0.76
H -1.88283 -0.85705 -3.91635 -2.38 1.60 2.22
O -2.59438 -0.45618 -3.24185 2.83 0.35 -1.74
H 0.28207 0.29379 -4.63672 -0.10 0.22 0.20
H -0.04423 1.04235 -3.24174 -0.34 -2.01 -1.69
O -0.14882 0.16518 -3.77957 1.23 2.18 1.20
H -4.11981 0.55072 -2.39486 -0.47 -0.41 -1.27
H -3.47911 0.10485 -1.11356 -1.03 1.44 -0.55
O -3.95281 0.89139 -1.53502 1.28 -0.83 2.37
H 2.26475 0.13965 -3.20619 -1.63 0.40 -1.10
H 3.04573 -0.90510 -2.60503 0.33 -1.72 0.31
O 3.05551 0.02396 -2.72805 1.11 1.29 0.81
```
Positions in Å, forces in eV/Å.

=====

Formula: C4H38N2O15
Source: the Open Molecules 2025 dataset
Level of theory: the ωB97M-V functional and the def2-TZVPD basis

The charge is 0. For the HOMO-LUMO gap, the calculation gives 9.669 eV. The value obtained for the lowest unoccupied orbital energy is 0.0 eV. The spin multiplicity is 1.

XYZ file:
```
59
Properties=species:S:1:pos:R:3:forces:R:3
C 0.17883 -0.49256 -0.31671 1.72 -0.28 0.61
N -0.65086 -1.33422 -1.11157 -1.52 -0.67 2.78
C -1.82340 -1.74107 -0.42947 -1.52 -1.46 -3.19
N -1.80015 -2.44643 0.74025 -2.03 -0.40 0.99
O -2.91037 -1.76416 -1.04061 0.87 0.42 0.58
C -0.36100 0.81934 0.23505 1.59 1.28 2.26
C -0.65894 1.94132 -0.73676 -3.00 1.26 -1.47
H 1.01921 -0.31060 -0.98398 0.58 0.10 0.50
H 0.49541 -1.14120 0.53860 0.31 0.86 -0.43
H -0.71008 -1.08159 -2.07263 -1.03 0.36 -0.63
H -1.10757 -2.52662 1.47220 0.19 0.62 -0.08
H -2.79824 -2.74961 1.01007 2.44 0.77 -0.63
H -1.18876 0.58909 0.93765 -0.04 0.15 -0.85
H 0.43716 1.28105 1.00831 -1.37 -1.28 -1.71
H -1.53503 1.77278 -1.49474 1.68 -0.38 1.16
H -1.06120 2.87108 -0.27059 0.25 -0.74 0.48
H 0.14627 2.40009 -1.30182 0.57 -0.59 -0.03
H 0.16801 -3.12088 -0.13774 0.41 -0.12 -0.51
H 0.32264 -4.50487 0.35357 -0.49 -1.20 0.58
O 0.83528 -3.82077 -0.03542 0.40 1.20 -0.30
H -0.23876 -0.63622 2.72524 -0.10 2.38 -1.09
H -0.47076 -1.33651 3.99861 0.98 -0.82 -2.52
O -0.13252 -1.49997 3.03516 -0.67 -1.63 3.60
H 3.42848 -1.46258 -2.96270 0.04 0.88 0.16
H 3.58224 -0.80353 -1.64969 -0.65 -0.60 5.72
O 3.70366 -0.64562 -2.50814 1.09 0.16 -5.88
H 3.40478 -2.75364 0.54741 0.12 1.45 1.91
H 2.32678 -2.23399 1.46309 1.62 0.50 0.21
O 3.31832 -2.11020 1.34221 -1.82 -2.51 -1.97
H -2.00852 1.11775 2.47042 1.08 0.33 -2.52
H -2.27537 1.40143 3.76588 -0.13 0.17 1.62
O -2.18807 0.61911 3.22895 -0.39 -0.94 1.68
H 1.76362 -2.75096 -3.53093 0.62 -0.50 0.09
H 0.48796 -2.03367 -3.66336 2.43 1.30 0.18
O 1.49686 -1.83170 -3.55082 -3.33 -1.11 -0.46
H -4.02679 0.24317 0.81829 -0.22 -1.41 -0.89
H -3.59811 0.51343 2.32026 -1.71 0.95 -2.47
O -4.10622 0.90638 1.47365 1.38 0.21 3.30
H 2.63696 0.83779 -3.08685 -1.97 0.36 1.15
H 1.27874 1.25502 -2.15647 1.21 -0.47 -0.61
O 1.76204 1.33915 -2.99884 0.60 0.17 -0.58
H -3.56207 0.82692 -0.65811 -0.66 -0.52 -2.78
H -3.81722 -0.15230 -1.92538 0.50 -1.03 0.44
O -3.88748 0.74097 -1.61993 0.24 2.03 2.06
H 2.78322 3.56469 -0.05375 -0.10 -1.14 1.27
H 2.92906 2.08986 0.35707 0.39 -1.80 -0.65
O 2.71872 2.92714 0.71224 -0.39 2.80 -0.55
H 1.46236 2.64232 3.07649 2.04 1.24 -1.38
H -0.06806 2.58487 3.17284 0.97 -0.49 0.28
O 0.77737 2.20583 3.50366 -2.43 -1.17 1.20
H -2.35936 2.84202 2.14941 0.86 1.10 0.10
H -1.21264 4.02419 2.27608 -1.22 -2.02 0.54
O -1.55026 3.13636 2.63937 -0.48 1.81 -1.18
H -1.95182 -0.57799 -4.35664 -1.12 -0.04 -0.97
H -0.93457 0.49035 -4.00500 1.69 4.49 -1.43
O -1.25279 -0.31196 -3.79887 -0.39 -4.54 2.33
H 4.69872 0.70961 0.18204 1.57 0.60 0.22
H 4.10022 -0.63146 0.70405 0.58 -2.73 2.37
O 3.98406 0.11378 0.19939 -2.23 2.64 -2.65
```
Positions in Å, forces in eV/Å.

=====

The following total energy values (in Eh) correspond, in order, to the records above: -1357.943030, -2231.922080, -1262.341288, -1413.237542.
The following energy relative to the best compared isomer or geometry (same formula, charge and spin) values (in eV) correspond, in order, to the records above: 3.7664, 0.5191, 6.9026, 6.1662.